{"formula": "C5H10NPS", "method": "ωB97M-V/def2-TZVPD", "lumo_ev": 0.589, "smiles": "CCP(=S)(C#N)CC", "orbital_gap_ev": 9.98, "e_above_lowest_kj_mol": 1.18, "species": ["H", "C", "C", "S", "P", "C", "C", "C", "H", "N", "H", "H", "H", "H", "H", "H", "H", "H"], "coordinates": [[2.0272, -2.4544, 1.3093], [1.2496, 0.7316, -1.7397], [-1.3009, 0.7328, -0.7917], [1.1314, 1.7656, 1.0846], [0.4431, 0.5071, -0.1324], [0.6430, -1.2846, 0.2003], [1.9636, -1.3677, 0.9124], [-2.3115, 0.9739, 0.3231], [-2.3895, 0.1990, 0.9807], [1.9245, 0.8603, -2.6620], [-3.4755, 1.1608, -0.0304], [-1.6263, -0.1398, -1.2027], [2.9010, -1.2304, 0.3645], [-2.1245, 1.9135, 0.9041], [-1.0836, 1.5877, -1.3312], [-0.2970, -1.3526, 0.7262], [0.5308, -1.8608, -0.7180], [1.7946, -0.7419, 1.8029]], "forces_ev_per_angstrom": [[0.15, 1.59, -0.41], [0.50, -0.25, 0.17], [0.94, 0.74, 4.23], [0.18, 0.83, 1.07], [-1.39, -0.68, -2.43], [0.16, 1.89, -1.57], [-0.65, -3.40, 2.39], [-2.76, 4.08, -1.41], [-0.01, -2.25, 1.85], [-0.16, 0.01, -0.13], [3.01, -0.61, 0.29], [-0.32, -2.19, -2.33], [-0.58, 0.60, -0.11], [0.18, -0.86, -0.42], [-0.51, 1.46, -1.90], [0.05, -0.97, 1.13], [0.12, 0.13, -0.09], [1.07, -0.13, -0.31]]}

=====

{"formula": "C3H11LiN2O5", "method": "ωB97M-V/def2-TZVPD", "lumo_ev": 0.336, "orbital_gap_ev": 8.88, "e_above_lowest_kj_mol": 367.27, "species": ["C", "H", "O", "H", "H", "Li", "O", "O", "H", "H", "N", "H", "H", "N", "H", "H", "O", "H", "H", "C", "O", "C"], "coordinates": [[0.9746, 0.6999, 1.2626], [2.3260, 0.2805, -0.1232], [0.0812, -0.0474, 1.0504], [-0.9875, -2.5388, 1.8669], [-1.8865, -1.4587, 1.3038], [-0.1144, -0.5998, -0.1219], [-1.5044, -0.2324, -0.4654], [-0.9741, -1.7472, 1.3289], [-1.8500, 2.0850, -2.3331], [-2.6602, 0.6444, -2.6389], [2.1458, 0.8597, 0.6843], [0.1002, 1.8187, 2.6343], [-1.2107, 1.0755, -3.5715], [0.9723, 1.5119, 2.2278], [1.2222, -2.0051, -0.9601], [0.3530, -2.6073, 0.1233], [0.1468, -0.3235, -1.7320], [1.8352, 1.9436, 2.5266], [2.9176, 1.2605, 1.1980], [-1.6471, 1.0413, -2.5732], [0.7420, -1.7809, -0.1630], [-0.9819, 0.1201, -1.5247]], "forces_ev_per_angstrom": [[1.23, -0.51, -0.14], [0.44, 0.06, 0.19], [2.01, 7.27, 9.70], [-0.18, -0.42, 0.38], [-0.31, 0.28, -0.24], [-0.83, -3.27, -7.15], [-7.93, 1.94, -1.45], [-2.14, -3.35, 1.89], [0.48, 0.01, 0.76], [-0.16, -0.12, -0.36], [3.09, -1.57, -3.80], [0.32, -0.32, 0.22], [0.35, -0.52, 0.27], [-1.32, 4.98, 6.68], [0.02, 0.08, -0.39], [0.01, -0.13, 0.26], [2.62, 1.44, -4.04], [-0.75, 0.33, 0.04], [-0.22, -0.22, -0.59], [-1.15, -0.29, 0.21], [5.24, -7.16, -0.43], [-0.84, 1.48, -2.00]]}

=====

{"formula": "C23H39FO12S", "method": "ωB97M-V/def2-TZVPD", "lumo_ev": 0.307, "orbital_gap_ev": 8.58, "species": ["H", "H", "H", "H", "C", "H", "C", "H", "H", "H", "O", "H", "H", "C", "H", "C", "C", "H", "H", "C", "O", "O", "H", "H", "C", "C", "O", "H", "O", "H", "C", "O", "C", "H", "C", "H", "H", "C", "C", "H", "S", "H", "O", "H", "H", "C", "C", "C", "C", "O", "C", "C", "O", "C", "H", "H", "H", "H", "O", "O", "O", "C", "H", "H", "H", "H", "H", "H", "H", "H", "F", "H", "C", "H", "H", "C"], "coordinates": [[1.3686, -4.3666, -1.9495], [-3.1589, -2.4705, 0.5667], [3.7007, 2.4584, -2.7788], [4.1570, 0.5398, -1.2284], [2.4416, -2.5661, -0.4163], [0.4775, -1.7099, -1.2581], [0.4326, -4.0876, -1.2660], [-4.0241, -0.4622, -0.6625], [-2.9958, 1.8420, 4.5123], [-2.6679, 0.5035, -0.0831], [-4.2321, 0.5417, 3.4402], [-3.8108, 1.1492, -5.0130], [-0.0679, 0.4452, 5.7659], [-2.5060, -1.6350, 0.2972], [1.6219, 0.9177, 5.8619], [5.5953, 4.5916, 1.9409], [-2.6788, -4.8780, -4.4458], [-2.9828, 0.1196, 5.0377], [6.0026, 3.6981, 2.4251], [0.7359, 0.9476, 5.2196], [-0.8038, -4.0688, -2.1167], [-2.1732, 0.6131, 2.4269], [-5.2785, 0.0528, -4.4927], [-1.7547, -1.5523, 1.0892], [-3.5988, 0.9395, 4.6544], [-3.7932, -0.9760, -5.9631], [0.4146, 4.1183, 7.9471], [-1.7991, -2.5476, -9.0462], [-1.3121, -5.4082, -4.5725], [1.1466, 2.9069, 4.3613], [-3.1066, -1.1181, -7.4483], [0.1168, -3.1123, -4.3484], [0.3426, 2.3764, 4.8848], [-5.2451, 0.7673, -6.3013], [-2.8692, -3.5784, -5.4609], [0.2922, -2.5977, 0.4904], [0.8582, 5.0973, 9.6921], [-4.5858, 0.3619, -5.4002], [-3.3087, -0.3524, 0.1592], [-1.9913, -1.8716, -0.6376], [-0.1777, -4.5035, -3.6773], [-1.6037, -4.7255, -7.2755], [-0.0530, 3.0927, 6.0614], [2.9197, -3.6401, -0.5982], [5.8468, 1.0123, -1.1324], [5.1816, 3.5896, -0.1219], [4.5675, 2.4710, -2.1095], [1.3704, 4.4970, 8.9353], [0.7807, -2.6334, -0.5902], [-4.0739, -0.0919, 1.3427], [-3.6716, -2.2477, -4.9254], [-2.1741, -3.7368, -6.9576], [6.3751, 3.3997, -0.3112], [-3.3749, 0.3864, 2.4018], [-3.4000, -5.7206, -4.8873], [5.1802, 0.4781, -2.6849], [1.7777, 3.6035, 9.4195], [-3.0314, -4.6714, -3.3471], [4.1719, 3.1873, -0.9329], [2.1502, 3.3051, 6.6831], [4.6395, 4.2129, 0.9527], [4.9608, 1.0422, -1.7748], [0.3475, -4.9707, -0.4833], [-4.1074, -2.2911, -3.8343], [-3.1512, -0.2184, -8.2027], [5.3715, 3.0014, -2.6331], [6.3984, 5.1962, 1.5076], [-0.5242, 2.3638, 4.2156], [0.9553, 0.3835, 4.3094], [-4.3784, 1.1590, 5.3890], [3.0839, -1.6251, -1.3803], [2.7664, -2.2547, 0.6751], [0.9567, 3.4950, 6.8724], [5.0831, 5.1919, 2.6978], [2.1735, 5.1016, 8.5019], [-2.2961, -2.4679, -7.9886]], "forces_ev_per_angstrom": [[-1.98, 0.58, 1.37], [-0.02, 0.09, -0.17], [0.00, 0.21, 0.36], [0.02, 0.06, -0.25], [0.18, -0.49, 0.40], [0.41, -2.09, 1.34], [1.24, -0.09, 0.01], [-0.11, 0.11, 0.38], [-0.03, -0.26, -0.03], [-0.08, -0.14, 0.24], [0.56, -0.09, -0.97], [-1.53, -1.43, -0.94], [-0.03, 0.05, -0.19], [0.12, -0.07, 0.27], [-0.08, 0.10, -0.18], [0.32, 0.19, 0.42], [-2.36, 0.45, -2.01], [0.04, 0.21, -0.11], [0.07, 0.18, -0.16], [0.21, -0.06, 0.30], [1.38, -0.76, -0.70], [-1.71, -0.22, -0.01], [1.44, 0.56, -2.03], [-0.10, 0.14, -0.16], [0.19, 0.18, 0.53], [1.66, -3.33, -0.29], [0.27, -0.40, -0.90], [-1.20, 0.40, 2.30], [-0.82, 2.20, 2.41], [-0.07, -0.06, 0.29], [0.40, -2.48, 1.84], [-1.69, -5.07, 2.29], [0.22, -0.48, -0.57], [1.45, -0.62, 2.14], [0.01, 2.10, -1.31], [1.04, 0.19, -2.43], [-0.16, -0.18, -0.31], [0.27, -1.00, -0.77], [0.46, -0.23, -0.47], [-0.13, 0.02, 0.04], [1.72, 4.12, -2.34], [-1.38, 2.38, 0.90], [0.64, 0.64, 0.79], [-0.96, 2.39, 0.13], [-0.06, 0.11, -0.20], [0.51, -0.44, -0.24], [0.29, -0.51, -0.52], [0.33, 0.19, 0.42], [1.02, -0.33, 0.26], [0.31, 0.59, 0.95], [2.32, -0.98, -4.56], [-2.15, 4.02, 0.78], [-1.76, 0.41, 0.29], [0.51, -0.17, -0.09], [1.77, 1.68, 1.07], [-0.10, 0.07, 0.07], [0.08, 0.18, -0.17], [1.05, -0.23, -2.07], [0.64, 0.66, 0.77], [-1.78, 0.40, 0.29], [0.26, -0.39, -0.89], [0.14, -0.04, 0.36], [-0.04, 2.02, -1.47], [0.91, 0.34, -2.48], [-0.02, -1.91, 1.79], [-0.07, -0.03, 0.29], [-0.10, -0.26, 0.01], [0.02, 0.17, 0.32], [-0.10, 0.10, 0.05], [-0.03, -0.13, -0.36], [-1.58, -1.98, 1.96], [-0.72, -0.26, -2.41], [0.53, -0.41, -0.21], [-0.16, -0.18, -0.30], [-0.11, -0.26, 0.02], [-1.78, -0.42, 4.85]]}

=====

Q: Number 1 is which compound?
A: C5H10NPS